This record from the Open Molecules 2025 dataset describes a gas-phase ion, C11H15NO2P (charge -1) at a distorted geometry. The level of theory is ωB97M-V/def2-TZVPD.

```
30
Properties=species:S:1:pos:R:3:forces:R:3
C -0.454005 -3.133420 -3.629370 0.808 -1.375 -0.181
C -0.496816 -3.621174 -2.184652 1.178 -2.052 0.124
N -0.686708 -2.541225 -1.286467 -1.496 2.027 2.004
C -1.858561 -2.316308 -0.747856 2.623 1.989 0.554
P -2.270798 -0.609399 0.333273 1.168 -2.027 -0.531
O -2.547723 -0.939002 1.792004 0.485 0.284 -1.558
O -3.247892 0.119599 -0.525881 -0.317 0.043 0.052
C -0.595136 0.152006 0.043688 -0.897 -1.369 2.225
C -0.677198 1.570171 0.597340 -2.000 1.457 -2.878
C 0.590166 2.095844 1.237199 -3.193 -1.791 -0.128
C 0.964442 1.494996 2.422691 0.862 0.212 0.208
C 2.110923 1.888854 3.053010 0.037 -0.204 0.380
C 2.917842 2.895131 2.449253 1.152 -0.776 2.855
C 2.512693 3.472994 1.300104 0.647 1.817 -0.304
C 1.306977 3.098120 0.725949 1.212 2.301 -1.520
H -1.491352 -3.016433 -3.917233 0.022 -0.151 -0.757
H -0.011201 -2.191111 -3.654842 0.594 1.970 0.221
H 0.237768 -3.686800 -4.332808 -1.338 -0.117 0.663
H 0.345979 -4.409077 -1.902961 -1.175 2.101 -0.390
H -1.384954 -4.154544 -2.041631 -1.481 -1.846 -0.382
H -2.734672 -2.923774 -0.858411 -0.572 -1.055 -0.553
H -0.395288 0.014700 -0.973605 0.255 0.409 -1.681
H 0.108996 -0.557012 0.507260 -0.002 0.562 0.408
H -1.054624 2.192814 -0.362053 1.313 -0.841 2.064
H -1.648572 1.620683 1.164578 1.392 0.232 0.465
H 0.410267 0.738797 2.937541 -0.728 -0.369 -0.338
H 2.146935 1.313677 4.001506 1.348 1.070 -0.351
H 3.817367 3.328569 2.960025 -0.838 -0.768 -0.421
H 3.117831 4.369560 0.988043 -0.875 -1.091 -0.188
H 0.967313 3.732762 -0.095693 -0.186 -0.642 -0.064
```
Positions in Å, forces in eV/Å.

Results
LUMO   0.11752 hartree
HOMO-LUMO gap   7.794 eV
E_HOMO   -0.1689 Ha
SMILES string   CC/N=C/[P@](=O)([O-])CCc1ccccc1
Total charge   -1
Energy   -974.78165 hartree

***

This record from the Open Molecules 2025 dataset describes a single C2H4NPS molecule at a distorted geometry. The level of theory is ωB97M-V/def2-TZVPD.

```
9
Properties=species:S:1:pos:R:3:forces:R:3
C -0.212258 1.334215 0.694640 -1.105 0.651 0.677
N -0.457286 0.937691 -0.443267 -0.273 -0.024 -0.929
P 0.320247 -0.226148 -1.235568 1.386 -1.135 -2.958
C -0.985608 -1.394813 -1.520848 0.363 -0.541 -0.673
S -2.501080 -1.141593 -1.147568 -1.478 -0.091 0.189
H 0.351236 0.954007 1.488358 1.582 -1.062 0.783
H -0.850813 2.096193 0.933103 -1.263 2.497 1.414
H 0.876613 -1.148433 -0.395233 0.794 -0.561 1.336
H -0.668951 -2.325702 -2.016588 -0.006 0.264 0.160
```
Positions in Å, forces in eV/Å.

Results
LUMO   -0.00555 hartree
HOMO-LUMO gap   8.231 eV
E_HOMO   -0.3081 Ha
SMILES string   C=NPC=S
Energy   -872.81116 hartree

***

This record from the Open Molecules 2025 dataset describes a single C4H4BrNO3 molecule at a distorted geometry. The level of theory is ωB97M-V/def2-TZVPD.

```
13
Properties=species:S:1:pos:R:3:forces:R:3
C 1.271454 -0.357882 -0.006486 -4.087 0.525 0.455
C -1.226771 -1.078729 -0.169883 2.393 1.378 0.486
C 0.647499 0.859345 -0.097503 1.216 0.443 0.968
C -1.604972 0.137976 0.202112 0.430 0.365 -0.103
N 2.233818 -1.023380 -0.538016 -1.846 -1.154 4.192
O -0.571152 1.204568 0.228808 -2.325 -1.498 -0.629
O 1.457599 1.933805 -0.202316 0.226 2.538 1.028
O -2.824370 0.713014 0.480223 0.589 -0.490 0.649
Br -2.223862 -2.618985 0.172566 -0.318 0.095 -0.148
H 2.602989 -0.783750 -1.347312 2.054 0.797 -4.812
H 2.389341 -1.901871 -0.091409 0.894 -0.371 -0.077
H 1.188839 2.809050 0.310915 0.178 -3.042 -1.419
H -3.340412 0.106840 1.058301 0.595 0.414 -0.591
```
Positions in Å, forces in eV/Å.

Results
LUMO (spin up / spin down)   -0.00055 / -0.00060 hartree
HOMO-LUMO gap (spin up / spin down)   7.606 / 7.602 eV
E_HOMO (spin up / spin down)   -0.2801 / -0.2800 Ha
Energy   -3009.10516 hartree

***

This record from the Open Molecules 2025 dataset describes 14 unconnected molecules or ions with the total composition C16H57F3N24O15 at a distorted geometry. The level of theory is ωB97M-V/def2-TZVPD.

```
115
Properties=species:S:1:pos:R:3:forces:R:3
O 6.468750 6.032900 -6.430890 0.448 0.179 -1.362
H 6.817350 6.926480 -6.390850 0.631 1.185 -0.326
H 6.979350 5.458830 -5.855270 1.341 -1.809 1.808
H 5.537750 6.057530 -6.198020 -1.502 -0.442 0.525
C 8.144790 4.106470 -3.531720 -1.413 -0.053 -3.954
O 9.458020 4.621050 -3.398640 -0.093 0.185 1.325
O 7.796430 4.166410 -4.914010 -0.094 -0.477 1.485
C 7.959160 2.711020 -2.805210 -1.383 2.205 -0.382
F 8.726470 1.784140 -3.189530 3.359 -2.494 -1.069
F 8.159630 2.965080 -1.511230 0.026 -0.144 0.974
F 6.758360 2.096580 -2.923690 -1.320 1.252 0.113
C 10.549940 3.887520 -3.948380 -1.285 -2.572 -0.084
C 11.833460 4.390140 -3.472150 0.197 0.834 -0.193
H 11.982670 3.998510 -2.465940 0.315 0.927 0.113
H 12.605230 4.004310 -4.138200 0.161 0.220 0.091
H 11.669640 5.457820 -3.618170 1.260 0.373 0.758
H 10.505280 3.824960 -5.035670 -0.374 0.074 -0.031
H 10.526850 2.883540 -3.524580 -0.495 -0.272 -0.671
H 7.406500 4.745350 -3.047090 0.555 0.451 0.825
C 7.779420 2.576150 -8.180850 0.742 -2.715 1.260
O 7.934420 1.862630 -9.129400 -0.051 -0.875 -2.819
N 8.028300 3.834610 -8.045100 0.185 3.768 -1.434
N 7.524070 2.082320 -6.974890 -1.466 -1.931 2.053
H 8.379210 4.265230 -8.888620 0.070 0.716 0.705
H 8.018740 4.138980 -7.082100 0.703 1.076 -0.578
H 7.581410 1.080850 -6.857100 -0.178 0.411 0.167
H 7.462190 2.746670 -6.216660 0.122 -0.632 0.898
C 4.687810 5.910480 -10.610360 -2.182 -1.112 -3.053
O 4.512610 5.022550 -11.422290 0.840 -1.827 0.004
N 3.721610 6.180870 -9.730850 -1.414 1.591 2.367
N 5.648200 6.803260 -10.770590 1.380 2.123 1.129
H 3.623300 7.094220 -9.311050 0.604 -0.484 -0.007
H 2.876530 5.637920 -9.625320 0.296 -0.523 -0.921
H 6.439310 6.649610 -11.379390 -0.494 0.001 0.198
H 5.517750 7.626490 -10.200180 1.047 0.067 -0.246
C 9.486280 9.430020 -9.483660 -0.261 3.141 -0.628
O 9.890290 10.055720 -8.495640 0.278 -0.577 0.292
N 9.258590 8.170940 -9.584890 -0.171 -3.045 0.721
N 9.206680 10.122250 -10.607340 -0.387 1.885 -1.011
H 9.803080 7.687560 -8.884910 -0.438 -1.142 -0.014
H 8.897560 7.738440 -10.423160 0.443 0.007 0.367
H 9.208250 11.121020 -10.457120 -0.039 -0.170 -0.437
H 8.798450 9.744230 -11.450290 0.178 0.055 0.340
C 1.146470 8.267950 -4.263200 -2.915 -5.567 -4.739
O 0.222900 7.502470 -4.590260 -0.079 -0.547 -0.094
N 2.265270 8.254850 -4.944140 2.199 0.759 -1.070
N 1.003140 9.029500 -3.300160 -0.042 6.087 6.929
H 3.061060 8.744250 -4.560330 0.347 -0.563 -0.584
H 2.284160 7.584990 -5.699810 0.426 0.374 0.463
H 1.561230 9.864030 -3.189690 0.127 -0.255 0.092
H 0.286340 8.925240 -2.596300 -0.134 -0.219 -0.686
C 11.252410 5.683250 -8.628300 1.037 -3.343 1.672
O 11.498170 5.172160 -9.694810 -0.413 0.112 -2.083
N 11.532050 6.926840 -8.336180 0.537 3.545 -0.693
N 11.039450 4.886610 -7.575950 -0.678 -2.519 1.444
H 11.732100 7.219780 -7.390520 0.085 -0.119 -0.253
H 12.153430 7.162170 -9.096840 0.233 1.233 0.356
H 11.129740 3.912220 -7.825940 -0.354 0.071 0.014
H 10.635710 5.024090 -6.660420 -0.098 0.836 -0.436
C 3.127380 5.139690 -5.757310 -2.236 -2.592 3.111
O 3.978390 5.829690 -6.193390 2.856 2.620 -2.220
N 3.357040 4.208850 -4.832610 0.583 -1.685 1.586
N 1.837130 5.287010 -5.993230 -1.563 1.060 -1.979
H 4.239870 4.150500 -4.345480 0.064 0.024 -0.289
H 2.576780 3.722250 -4.414860 0.327 0.024 -0.067
H 1.671260 5.839560 -6.822250 -0.699 -0.218 0.150
H 1.078970 4.746510 -5.601890 0.331 0.248 -0.120
C 7.901190 10.203560 -3.547340 -1.660 -1.621 -0.069
O 8.087540 9.533790 -2.576550 -0.751 -2.866 3.293
N 8.750320 11.045600 -3.902070 5.605 5.919 -1.804
N 6.931600 10.183500 -4.410790 -4.384 -1.120 -1.623
H 8.398680 11.757210 -4.526620 1.109 0.185 0.103
H 9.583180 11.184110 -3.347770 -0.325 0.308 -0.152
H 6.219050 9.468080 -4.387360 0.094 -0.136 -0.002
H 6.912380 10.817600 -5.196700 0.054 -0.577 0.134
C 4.925000 7.192520 -2.565130 1.018 -1.195 -3.472
O 5.261130 7.293250 -3.722060 -0.721 1.190 -3.847
N 3.895510 6.521260 -2.152530 -2.449 -1.045 1.354
N 5.769040 7.535400 -1.672950 1.814 1.477 4.241
H 3.221320 6.197030 -2.831080 -0.136 0.019 0.600
H 3.803770 6.661640 -1.156550 -1.396 -0.636 -0.245
H 6.481850 8.160790 -2.020650 0.893 -0.457 0.664
H 5.799250 6.825890 -0.954770 1.161 0.891 0.581
C 2.403110 3.237630 -8.944780 -0.433 0.297 -2.347
O 1.802410 3.626900 -9.912310 -1.944 1.608 -1.587
N 3.661310 3.346520 -8.826620 6.047 0.735 0.533
N 1.860060 2.603260 -7.970450 -4.045 -2.552 4.328
H 4.156050 2.849840 -8.099550 0.219 0.323 -0.288
H 4.175580 3.878190 -9.514340 0.117 -0.586 -0.159
H 2.333650 2.280490 -7.138810 0.026 0.249 -0.327
H 0.866880 2.769000 -7.891550 0.088 -0.523 0.028
C 10.426520 7.566960 -0.983030 5.324 -1.062 -0.055
O 11.390060 6.845060 -0.797390 1.011 -1.508 2.053
N 10.356000 8.785840 -0.579680 0.348 6.417 4.008
N 9.713430 7.414220 -1.990160 -5.197 -2.860 -5.493
H 11.246300 9.233280 -0.414570 -0.099 -0.358 0.594
H 9.709980 9.441890 -0.994850 -0.210 -0.421 0.028
H 9.152610 8.188890 -2.314900 -0.332 -0.696 -0.435
H 9.877870 6.551600 -2.489120 -0.757 -0.031 0.114
C 9.587180 7.564430 -5.835270 -0.655 -1.820 -1.924
O 8.996890 7.016980 -6.714650 -3.739 -2.392 -3.219
N 9.844830 7.070240 -4.724670 0.374 -3.512 6.779
N 10.254910 8.579390 -6.068700 4.273 8.071 -2.187
H 10.524280 7.521000 -4.128620 -0.431 -0.515 0.145
H 9.390800 6.203710 -4.473510 0.166 -0.205 0.469
H 10.167220 8.970130 -6.995910 0.031 0.810 -0.139
H 10.748400 9.099400 -5.357240 -0.200 -0.022 -0.327
C 5.177490 8.794020 -7.601120 1.294 -0.202 0.304
O 6.095140 8.520040 -6.864530 1.676 0.577 1.071
N 4.066690 8.129670 -7.591540 -3.721 -1.860 1.078
N 5.157030 9.664850 -8.575770 0.634 2.863 -2.564
H 3.214690 8.550060 -7.934290 0.083 -0.051 0.273
H 3.994740 7.443440 -6.853970 -0.334 -0.264 -0.210
H 5.914300 10.300230 -8.782990 -0.146 -0.267 0.057
H 4.347220 9.609050 -9.176770 0.522 0.620 -0.159
```
Positions in Å, forces in eV/Å.

Results
LUMO   -0.01963 hartree
HOMO-LUMO gap   7.968 eV
E_HOMO   -0.3125 Ha
Energy   -3386.36494 hartree

***

This record from the Open Molecules 2025 dataset describes a single C5H6S molecule at a distorted geometry. The level of theory is ωB97M-V/def2-TZVPD.

```
12
Properties=species:S:1:pos:R:3:forces:R:3
C 0.349542 1.705303 0.580330 0.271 -0.642 -1.458
C 0.657207 0.691931 -0.221324 -0.794 1.359 0.530
C 0.833367 -0.742517 -0.386088 0.209 -0.387 -0.087
C -0.446348 -1.284639 0.318100 -0.428 0.190 0.235
S -1.928887 -0.260012 0.016636 1.148 1.452 -0.544
C -0.599590 1.396726 -0.467262 -0.717 -2.115 1.327
H 0.573935 2.307722 1.425562 0.036 0.125 0.555
H 0.820516 -1.014048 -1.442952 0.029 0.002 0.066
H 1.723382 -1.146025 0.094994 0.014 -0.014 -0.053
H -0.674823 -2.287925 -0.033691 0.101 -0.044 0.004
H -0.281694 -1.302674 1.397818 0.137 -0.136 -0.147
H -1.026612 1.936157 -1.282125 -0.004 0.210 -0.427
```
Positions in Å, forces in eV/Å.

Results
LUMO   0.03331 hartree
HOMO-LUMO gap   9.079 eV
E_HOMO   -0.3003 Ha
SMILES string   C1=C2CCS[C@@H]12
Energy   -592.17836 hartree

***

This record from the Open Molecules 2025 dataset describes a single C3H7NOS molecule at a distorted geometry. The level of theory is ωB97M-V/def2-TZVPD.

```
13
Properties=species:S:1:pos:R:3:forces:R:3
N 2.008849 -0.997858 0.679209 1.533 -1.101 1.638
C 0.785419 -0.457066 0.988095 -2.843 -0.457 -1.636
O 0.127311 -0.775914 1.948787 0.696 0.134 1.054
C -0.047302 0.015040 -0.285521 2.541 -0.474 -1.099
C -1.393954 0.725499 -0.208616 1.490 0.729 3.593
S -2.465105 0.807156 -1.585950 -0.126 -0.351 -1.483
H 2.355007 -1.678826 1.405016 -0.662 1.235 -0.950
H 2.794039 -0.538266 0.225573 -0.821 0.210 -0.143
H 0.786658 0.513076 -0.929922 -1.943 -0.826 0.316
H -0.295027 -1.024795 -0.620263 0.597 0.832 -0.488
H -1.241690 1.749294 0.113727 0.302 0.373 -0.015
H -1.856035 0.321837 0.741495 -0.231 -0.023 -1.386
H -1.558168 1.340824 -2.471630 -0.533 -0.280 0.599
```
Positions in Å, forces in eV/Å.

Results
LUMO   0.02500 hartree
HOMO-LUMO gap   9.786 eV
E_HOMO   -0.3346 Ha
SMILES string   NC(=O)CCS
Energy   -646.66854 hartree